# 1
ORCA calculation (the ωB97M-V functional and the def2-TZVPD basis) on a structure of composition C41H33AsCrN3O5.

Computed properties:
HOMO (alpha / beta) (eV): -6.561 / -6.263
Frontier orbital gap (alpha / beta) (eV): 5.60 / 5.14
Energy above the lowest of the compared OMol25 structures with the same formula, charge and spin (eV): 1.921
LUMO (alpha / beta) (eV): -0.960 / -1.128

The geometry in ORCA input format:
```
! wB97M-V def2-TZVPD RIJCOSX def2/J DEFGRID3
* xyz 0 2
Cr 0.3478 0.1310 -1.1514
C -2.7997 0.7664 -2.2714
C -2.0369 1.9678 -1.8107
C -2.6293 3.2208 -1.9048
C -1.9645 4.3414 -1.4216
C -0.7179 4.1661 -0.8645
C -0.1473 2.8932 -0.8181
N -0.8113 1.8010 -1.2792
C 1.1747 2.6389 -0.2908
C 2.0450 3.6295 0.1539
C 3.3066 3.2579 0.6061
C 3.6881 1.9406 0.5116
C 2.8046 0.9788 -0.0320
N 1.5166 1.3325 -0.3249
C 3.2101 -0.3140 -0.4226
C 4.5600 -0.6659 -0.5723
C 4.9317 -1.7178 -1.3579
C 3.9167 -2.4247 -2.0508
C 2.6094 -2.2191 -1.7877
C 1.5667 -3.0932 -2.4101
N 2.1809 -1.2904 -0.7669
H -3.8601 0.9998 -2.3392
H -2.6533 -0.0722 -1.5856
H -2.4631 0.4390 -3.2577
H -3.6088 3.3166 -2.3459
H -2.4152 5.3198 -1.4838
H -0.1772 5.0087 -0.4751
H 1.7621 4.6673 0.1318
H 3.9882 4.0039 0.9857
H 4.6760 1.6504 0.8275
H 5.3183 -0.0313 -0.1452
H 5.9685 -1.9726 -1.5000
H 4.1966 -3.1454 -2.8023
H 1.8081 -4.1438 -2.2431
H 1.5572 -2.9382 -3.4894
H 0.5725 -2.8950 -2.0171
O -0.1812 -1.4281 -7.0211
C -0.0205 -1.1808 -5.8466
C 1.0245 -0.2382 -5.2708
O 1.9524 0.2699 -5.8730
C 0.6963 -0.1379 -3.8445
C -0.3509 -1.0272 -3.5153
O -0.6842 -1.1063 -2.2735
C -0.8207 -1.7570 -4.6873
O -1.6359 -2.6629 -4.7438
O 1.2127 0.5464 -2.9004
C 1.9395 -2.1164 0.4356
H 2.8654 -2.6250 0.7332
H 1.1801 -2.8722 0.2320
H 1.6037 -1.4767 1.2535
C -5.1118 1.2025 2.7220
C -4.4451 1.9264 1.7492
C -3.2535 1.4516 1.2268
C -2.7042 0.2491 1.6568
C -3.4024 -0.4799 2.6166
C -4.5893 -0.0063 3.1494
As -0.9120 -0.3151 1.0247
C 0.0530 0.6995 2.4005
C -0.1473 2.0789 2.4105
C 0.6537 2.9142 3.1660
C 1.6679 2.3815 3.9429
C 1.8582 1.0116 3.9715
C 1.0681 0.1793 3.1963
C -1.0637 -2.1577 1.6749
C -0.9720 -2.5622 3.0032
C -1.2114 -3.8808 3.3529
C -1.5692 -4.8033 2.3853
C -1.6598 -4.4142 1.0584
C -1.3993 -3.1007 0.7053
H -6.0360 1.5749 3.1369
H -4.8480 2.8633 1.3904
H -2.7508 2.0239 0.4617
H -3.0250 -1.4335 2.9583
H -5.1061 -0.5857 3.9029
H -0.9423 2.5087 1.8129
H 0.5001 3.9828 3.1231
H 2.2994 3.0321 4.5281
H 2.6342 0.5865 4.5910
H 1.2538 -0.8888 3.2158
H -0.7415 -1.8376 3.7754
H -1.1239 -4.1900 4.3838
H -1.7872 -5.8218 2.6679
H -1.9284 -5.1351 0.3009
H -1.4611 -2.7892 -0.3349
*
```

***

# 2
ORCA calculation (the ωB97M-V functional and the def2-TZVPD basis) on a structure of composition C46H55AsMoN3O9P2S.

Computed properties:
HOMO (alpha / beta) (eV): -10.897 / -10.944
Frontier orbital gap (alpha / beta) (eV): 7.18 / 7.66
Energy above the lowest of the compared OMol25 structures with the same formula, charge and spin (eV): 0.000
LUMO (alpha / beta) (eV): -3.721 / -3.281

The geometry in ORCA input format:
```
! wB97M-V def2-TZVPD RIJCOSX def2/J DEFGRID3
* xyz 1 3
Mo -0.5969 -0.3458 -0.3184
C -3.6100 -0.9539 0.4446
N -2.2480 -1.0617 1.0608
C -2.0720 -2.4591 1.5029
C -2.2042 -0.0637 2.1212
C -2.6912 -0.2866 3.3955
C -2.7606 0.7653 4.2982
C -2.3582 2.0350 3.9153
C -1.8572 2.2613 2.6413
C -1.7628 1.2079 1.7385
N -1.2094 1.3404 0.4320
C -1.3623 2.6523 -0.1484
C -0.3522 3.5996 -0.0278
C -0.5405 4.8989 -0.4673
C -1.7492 5.2674 -1.0402
C -2.7526 4.3243 -1.1663
C -2.5831 3.0151 -0.7219
N -3.6401 2.0610 -0.8375
C -4.0134 1.8172 -2.2300
C -4.8074 2.4060 -0.0326
H -4.3515 -1.0806 1.2363
H -3.7089 0.0166 -0.0354
H -3.7419 -1.7327 -0.3008
H -2.8942 -2.7727 2.1492
H -2.0617 -3.0903 0.6166
H -1.1313 -2.5722 2.0290
H -3.0258 -1.2728 3.6875
H -3.1391 0.5905 5.2960
H -2.4289 2.8594 4.6125
H -1.5501 3.2555 2.3432
H 0.5885 3.3077 0.4075
H 0.2558 5.6231 -0.3556
H -1.9098 6.2821 -1.3798
H -3.6999 4.5996 -1.6137
H -4.5013 2.6897 -2.6879
H -3.1258 1.5688 -2.8104
H -4.6968 0.9697 -2.2713
H -5.3670 3.2634 -0.4309
H -5.4856 1.5508 -0.0074
H -4.4983 2.6342 0.9879
O -2.1578 -1.0913 -4.4258
As -2.7475 -1.5796 -2.8550
O -4.3433 -1.3169 -2.7432
O -1.8452 -0.5880 -1.7757
C -2.3702 -3.4458 -2.5814
C -3.4961 -4.2484 -2.7076
C -3.3783 -5.6318 -2.6008
C -2.1437 -6.2100 -2.3685
C -1.0136 -5.4099 -2.2232
C -1.1362 -4.0403 -2.3246
S 0.2741 -2.9976 -2.1245
O 0.2091 -2.0196 -3.1799
O 1.4509 -3.8142 -2.0518
O -0.0263 -2.3456 -0.7831
H -2.9345 -0.8369 -4.9448
H -4.4593 -3.7870 -2.8863
H -4.2592 -6.2503 -2.7072
H -2.0512 -7.2853 -2.2970
H -0.0399 -5.8407 -2.0328
C 0.5996 1.4588 -5.3973
C 0.2880 1.3532 -3.9284
O 1.3979 0.6588 -3.2901
P 1.4060 0.5080 -1.7202
O 1.9086 1.9109 -1.1788
C 3.0975 2.5522 -1.7156
C 3.0281 4.0309 -1.4376
O 2.5705 -0.5375 -1.4845
C 3.4078 -1.1872 -2.4876
C 4.6084 -0.3455 -2.8366
H -0.2265 1.9502 -5.9120
H 0.7268 0.4645 -5.8240
H 1.5064 2.0392 -5.5686
H -0.6105 0.7652 -3.7566
H 0.1804 2.3381 -3.4631
H 3.1438 2.3575 -2.7875
H 3.9596 2.0913 -1.2330
H 2.1526 4.4761 -1.9084
H 3.9207 4.5131 -1.8382
H 2.9895 4.2230 -0.3654
H 2.7860 -1.4110 -3.3517
H 3.6958 -2.1261 -2.0201
H 4.3236 0.5494 -3.3890
H 5.2818 -0.9271 -3.4676
H 5.1544 -0.0560 -1.9373
C -0.2336 -1.4194 5.9718
C 0.1244 -0.1276 5.6283
C 0.5867 0.1608 4.3498
C 0.7054 -0.8466 3.3992
C 0.3670 -2.1529 3.7652
C -0.1087 -2.4361 5.0334
P 1.3586 -0.6157 1.6944
C 2.3637 0.9081 1.7671
C 1.7691 2.1251 2.0931
C 2.5259 3.2831 2.1806
C 3.8867 3.2441 1.9144
C 4.4808 2.0451 1.5484
C 3.7263 0.8833 1.4739
C 2.6318 -1.9187 1.7222
C 2.8025 -2.8327 0.6982
C 3.8021 -3.7983 0.7790
C 4.6361 -3.8440 1.8807
C 4.4733 -2.9226 2.9129
C 3.4769 -1.9687 2.8389
H -0.5896 -1.6404 6.9695
H 0.0503 0.6698 6.3565
H 0.8690 1.1768 4.1248
H 0.5186 -2.9697 3.0692
H -0.3579 -3.4558 5.2970
H 0.7032 2.1738 2.2755
H 2.0505 4.2179 2.4520
H 4.4812 4.1457 1.9862
H 5.5406 2.0086 1.3304
H 4.2039 -0.0446 1.1907
H 2.1664 -2.8123 -0.1660
H 3.9125 -4.5083 -0.0306
H 5.4133 -4.5944 1.9452
H 5.1231 -2.9533 3.7776
H 3.3560 -1.2611 3.6502
*
```

***

# 3
ORCA calculation (the ωB97M-V functional and the def2-TZVPD basis) on a structure of composition C28H21Cl3FeGeN4O3S5.

Computed properties:
HOMO (alpha / beta) (eV): -5.307 / -5.307
Frontier orbital gap (alpha / beta) (eV): 4.55 / 4.62
Energy above the lowest of the compared OMol25 structures with the same formula, charge and spin (eV): 0.000
LUMO (alpha / beta) (eV): -0.753 / -0.687

The geometry in ORCA input format:
```
! wB97M-V def2-TZVPD RIJCOSX def2/J DEFGRID3
* xyz -1 6
Fe 0.9671 1.1461 -0.3155
S 2.2315 -0.5948 0.4745
C 2.1881 -1.8474 -0.7175
C 2.7025 -3.1176 -0.4318
C 2.6704 -4.0980 -1.3976
C 2.1424 -3.8140 -2.6604
C 1.6527 -2.5594 -2.9510
C 1.6726 -1.5577 -1.9744
S 1.1093 0.0514 -2.3355
C -1.0154 2.2976 -2.7645
C 0.0035 3.1929 -2.4364
C 0.1792 4.3577 -3.2097
C 1.0097 5.3574 -2.7613
C 1.6229 5.2018 -1.5300
C 1.4593 4.0103 -0.8266
C 2.0879 3.9612 0.5369
S 1.8487 2.4473 1.5217
C 3.5464 2.0225 1.8201
C 4.0217 2.1209 3.1186
C 5.3489 1.8237 3.3859
C 6.1827 1.4337 2.3459
C 5.6995 1.3176 1.0555
C 4.3652 1.6015 0.7629
S 3.7005 1.3836 -0.8376
N 0.7454 2.9949 -1.2981
H 3.1025 -3.3183 0.5527
H 3.0426 -5.0886 -1.1761
H 2.1094 -4.5877 -3.4151
H 1.2415 -2.3388 -3.9263
H -1.3189 1.5030 -2.1089
H -1.6048 2.4764 -3.6487
H -0.3904 4.4603 -4.1202
H 1.1393 6.2653 -3.3335
H 2.2207 5.9881 -1.0934
H 1.6628 4.7808 1.1180
H 3.1666 4.0998 0.4512
H 3.3551 2.4316 3.9102
H 5.7270 1.8976 4.3950
H 7.2196 1.1990 2.5464
H 6.3462 0.9808 0.2575
Cl -3.1820 2.5744 -0.4116
Ge -1.3779 2.5618 0.8877
Cl -2.2971 2.1353 2.8617
Cl -1.1006 4.7992 1.1261
O -7.5647 -5.1916 -0.8735
S -6.2098 -5.6317 -0.5988
O -5.2731 -5.4642 -1.6906
O -6.0975 -6.8822 0.1278
C -5.6658 -4.4184 0.6356
N -6.3647 -4.3756 1.7728
C -5.9877 -3.4875 2.6705
C -4.9062 -2.6350 2.4876
C -4.2439 -2.7785 1.2811
N -4.6240 -3.6520 0.3566
C -3.0547 -1.9582 0.9274
C -2.1645 -1.4840 1.8813
C -1.0659 -0.7550 1.4752
N -0.8104 -0.4685 0.2007
C -1.6718 -0.9194 -0.7170
C -2.7864 -1.6689 -0.4060
H -6.5691 -3.4460 3.5865
H -4.6254 -1.9014 3.2270
H -2.3075 -1.6882 2.9326
H -0.3530 -0.3876 2.2048
H -1.4234 -0.7077 -1.7485
H -3.4350 -2.0520 -1.1803
*
```

***

Number 1: strongest force on any atom 2.469 eV/A, total energy -147018.3604 eV. Number 2: strongest force on any atom 0.431 eV/A, total energy -163598.4815 eV. Number 3: strongest force on any atom 0.629 eV/A, total energy -224131.4478 eV.